(1)
ORCA calculation (ωB97M-V/def2-TZVPD) on a structure of composition C38H43ClGdN3O2P.

Geometry as XYZ:
```
89
C38H43ClGdN3O2P | the Open Molecules 2025 dataset | ωB97M-V/def2-TZVPD
Gd -0.3074 -0.7129 0.7308
Cl 0.5612 -1.7732 2.8521
N 0.9784 -1.6149 -1.2003
N -1.1110 1.5021 1.3542
C 2.2353 -1.9668 -0.9733
C -0.4789 2.4806 1.9712
C 0.4977 -2.4492 -2.3351
C 1.5370 -3.5660 -2.3968
C 0.5526 -1.7185 -3.6669
C -0.9124 -2.9315 -2.0739
H 1.5528 -1.3026 -3.8423
H -0.1951 -0.9220 -3.7352
H 0.3488 -2.4472 -4.4646
H -0.9676 -3.4868 -1.1306
H -1.2609 -3.5900 -2.8780
H -1.5934 -2.0848 -1.9731
C -2.5583 1.8415 1.3363
C -2.5806 3.2844 1.8434
C -3.2954 0.9207 2.2920
C -3.1413 1.7593 -0.0652
H -2.6248 2.4832 -0.7119
H -4.2055 2.0362 -0.0154
H -3.0422 0.7454 -0.4749
H -2.8749 1.0214 3.3015
H -3.2055 -0.1280 1.9881
H -4.3607 1.1752 2.3178
O -1.1989 3.5636 2.2227
H -3.2040 3.4259 2.7377
H -2.8609 4.0175 1.0792
O 2.6753 -3.0176 -1.6526
H 1.8965 -3.7889 -3.4086
H 1.2014 -4.4830 -1.8890
C 3.1886 -1.3094 -0.0121
C 0.9596 2.4804 2.3879
C 1.8426 2.0234 1.2558
H 1.0409 1.7762 3.2324
H 1.2160 3.4816 2.7535
C 2.2454 0.6865 1.1976
C 2.9393 0.1784 0.0953
H 1.9990 0.0131 2.0364
C 3.3699 1.0599 -0.8965
C 3.0209 2.4083 -0.8039
C 4.1896 0.5727 -2.0552
C 2.2490 2.8993 0.2496
H 3.3337 3.0945 -1.5947
C 1.8586 4.3472 0.2949
H 2.4032 4.8997 -0.4791
H 2.0783 4.8133 1.2656
H 0.7838 4.4838 0.1039
H 5.0209 -0.0751 -1.7429
H 4.6099 1.4284 -2.5980
H 3.5810 0.0018 -2.7739
H 4.2147 -1.5360 -0.3363
H 3.0219 -1.7947 0.9655
N -2.2241 -1.5218 0.4251
P -3.1619 -2.7643 0.6625
C -3.9365 -3.3431 -0.8592
C -4.4574 -4.6409 -0.9703
C -5.2497 -4.9729 -2.0741
C -5.5315 -4.0057 -3.0476
C -4.9990 -2.7137 -2.9508
C -4.1823 -2.3895 -1.8652
C -2.2547 -4.1264 1.4229
C -1.8537 -3.9272 2.7556
C -1.0451 -4.8634 3.3944
C -0.6579 -6.0190 2.7117
C -1.0016 -6.1940 1.3648
C -1.7831 -5.2401 0.7086
C -4.6288 -2.4754 1.6947
C -5.5495 -1.5074 1.2536
C -6.7598 -1.3269 1.9260
C -7.0455 -2.1124 3.0519
C -6.1238 -3.0546 3.5098
C -4.9228 -3.2548 2.8274
H -4.2502 -5.3862 -0.2021
H -5.6442 -5.9884 -2.1705
H -6.1636 -4.2626 -3.8960
H -5.2123 -1.9585 -3.7121
H -3.7284 -1.3975 -1.7874
H -2.1451 -3.0124 3.2731
H -0.7146 -4.6687 4.4153
H -0.0629 -6.7702 3.2302
H -0.6438 -7.0706 0.8213
H -2.0289 -5.3751 -0.3467
H -5.3269 -0.9081 0.3639
H -7.4750 -0.5880 1.5625
H -7.9925 -1.9783 3.5714
H -6.3384 -3.6537 4.3994
H -4.2403 -4.0282 3.1752
```

2S+1: 8
E_tot, Eh: -3355.8380
Net charge: -1
Relative energy (zero: lowest compared OMol25 entry of this formula, charge and spin), kcal per mole: 0.0
Strongest force on any atom, hartree/bohr: 0.05231
Gap between HOMO and LUMO (spin up / spin down), eV: 3.5 / 2.4

=====

(2)
ORCA calculation (ωB97M-V/def2-TZVPD) on a structure of composition C38H43NO2P3S2Ta.

Geometry as XYZ:
```
90
C38H43NO2P3S2Ta | the Open Molecules 2025 dataset | ωB97M-V/def2-TZVPD
Ta 0.9053 0.4680 0.1351
C -2.5557 -0.7835 2.3015
C -3.4491 -1.0839 1.1159
P -2.7148 -0.1555 -0.3233
C -3.9064 -0.5324 -1.6560
C -3.4464 -0.4218 -2.9657
C -4.3015 -0.6369 -4.0299
C -5.6300 -0.9459 -3.7973
C -6.0874 -1.0848 -2.4980
C -5.2298 -0.8989 -1.4306
C -3.2480 1.5461 0.1776
C -2.2874 2.4095 0.6996
C -2.6172 3.6987 1.0796
C -3.9249 4.1366 0.9609
C -4.8957 3.2753 0.4731
C -4.5615 1.9938 0.0720
P -0.7899 -1.1389 1.8664
C -0.7735 -2.8936 1.3744
C 0.1071 -3.3305 0.3904
C 0.1752 -4.6766 0.0681
C -0.6361 -5.5910 0.7214
C -1.5118 -5.1609 1.7054
C -1.5727 -3.8214 2.0410
C -0.1063 -1.2766 3.5478
C 0.8257 -2.2641 3.8470
C 1.3141 -2.3910 5.1341
C 0.8779 -1.5314 6.1294
C -0.0384 -0.5359 5.8335
C -0.5258 -0.4037 4.5469
H -2.8173 -1.3550 3.1951
H -2.6284 0.2793 2.5484
H -4.4806 -0.7930 1.3236
H -3.4151 -2.1484 0.8652
H -2.4099 -0.1710 -3.1409
H -3.9389 -0.5471 -5.0411
H -6.3060 -1.0873 -4.6245
H -7.1217 -1.3270 -2.3090
H -5.6012 -1.0435 -0.4272
H -1.2650 2.0581 0.8241
H -1.8537 4.3523 1.4769
H -4.1884 5.1394 1.2561
H -5.9226 3.5997 0.4012
H -5.3245 1.3354 -0.3199
H 0.7508 -2.6108 -0.1090
H 0.8569 -5.0202 -0.6963
H -0.5898 -6.6404 0.4714
H -2.1479 -5.8674 2.2182
H -2.2313 -3.5037 2.8342
H 1.1508 -2.9448 3.0735
H 2.0244 -3.1716 5.3625
H 1.2432 -1.6467 7.1377
H -0.3839 0.1311 6.6091
H -1.2402 0.3746 4.3276
C 3.8047 1.3947 -5.3914
C 3.0025 2.3801 -4.5648
O 1.9001 1.6840 -3.9391
P 1.5364 1.7713 -2.4193
S -0.1408 0.7437 -2.1141
S 3.0200 1.1391 -1.1785
O 1.3409 3.3541 -2.2147
C 1.0678 3.9603 -0.9469
C 1.1033 5.4708 -1.0838
H 4.5376 1.9444 -5.9739
H 3.1525 0.8484 -6.0685
H 4.3306 0.6840 -4.7577
H 2.5676 3.1595 -5.1963
H 3.6232 2.8487 -3.7960
H 1.8260 3.6233 -0.2254
H 0.0709 3.6416 -0.6140
H 2.1045 5.8163 -1.3198
H 0.7973 5.9145 -0.1407
H 0.4258 5.8043 -1.8644
C 3.7249 -1.0752 2.3063
C 3.2636 -0.0695 3.3131
C 3.8437 0.0780 4.5581
C 3.3880 1.0324 5.4540
C 2.3522 1.8862 5.1045
C 1.7459 1.7765 3.8693
C 0.6460 2.6792 3.4075
C 2.1815 0.7760 2.9666
N 1.5856 0.6259 1.7877
H 4.6703 -1.5179 2.6025
H 3.8398 -0.6004 1.3296
H 2.9793 -1.8636 2.1969
H 4.6697 -0.5576 4.8360
H 3.8599 1.1201 6.4197
H 2.0239 2.6450 5.8005
H 0.3004 3.3330 4.2007
H -0.1846 2.0777 3.0367
H 0.9993 3.2907 2.5761
```

2S+1: 2
E_tot, Eh: -3556.4178
Net charge: +1
Strongest force on any atom, hartree/bohr: 0.05316
Gap between HOMO and LUMO (spin up / spin down), eV: 6.4 / 6.5

=====

(3)
ORCA calculation (ωB97M-V/def2-TZVPD) on a structure of composition C38H45As3Cl2CrF2NO10Si2.

Geometry as XYZ:
```
104
C38H45As3Cl2CrF2NO10Si2 | the Open Molecules 2025 dataset | ωB97M-V/def2-TZVPD
Cr 0.3601 -0.3068 -0.1506
Cl -2.7498 -0.9766 6.4350
C -1.7840 -0.6964 5.0228
C -0.5443 -0.0553 5.1626
C 0.2348 0.1947 4.0639
Cl 1.7703 0.9662 4.2617
C -0.1643 -0.1806 2.7512
O 0.6136 0.0580 1.7459
C -1.4187 -0.8337 2.6515
C -1.8805 -1.3617 1.4007
O -1.2986 -1.2769 0.3002
C -2.2150 -1.0821 3.7878
H -0.2008 0.2473 6.1439
H -2.8324 -1.8992 1.4213
H -3.1696 -1.5841 3.6693
F -1.4592 -0.8807 -5.2093
C -0.7247 -1.3584 -4.2044
C -0.5920 -0.6213 -3.0439
C 0.1805 -1.1306 -2.0077
C 0.8201 -2.3750 -2.1657
C 0.6535 -3.0681 -3.3600
F 1.2545 -4.2623 -3.5509
C -0.1145 -2.5855 -4.3921
C 1.5973 -2.8266 -1.0187
C 2.3691 -3.9877 -0.9330
C 3.0730 -4.2558 0.2239
C 3.0173 -3.3620 1.2847
C 2.2442 -2.2322 1.1393
N 1.5417 -1.9726 0.0266
H -1.0777 0.3406 -2.9620
H -0.2299 -3.1411 -5.3143
H 2.4125 -4.6643 -1.7731
H 3.6704 -5.1573 0.2956
H 3.5613 -3.5309 2.2044
H 2.1714 -1.4903 1.9229
C -4.7217 0.2102 -3.1741
O -3.8385 0.7430 -2.1960
C -2.9868 1.7600 -2.6281
O -3.0223 2.1230 -3.8023
C -2.1238 2.2352 -1.6220
C -1.1567 3.2986 -1.9321
As -1.8325 5.1034 -1.6843
C -3.6605 4.9266 -2.3398
C -2.2489 4.7953 0.2428
C -2.2006 3.6568 0.9460
As -2.0337 1.8135 0.2067
C -3.8243 1.2005 0.7210
C -2.3550 3.7796 2.4266
O -2.4803 4.8158 3.0367
O -2.3903 2.5867 3.0547
C -2.6106 2.6723 4.4734
C -2.7118 6.1144 0.8026
O -3.8610 6.4441 0.7003
O -1.7940 7.0144 1.2043
C -0.4426 6.5902 1.3823
C 0.1537 3.0251 -1.8580
O 0.5575 1.7688 -1.4820
O 1.2444 3.7977 -2.0362
C 1.1579 4.9015 -2.9447
H -5.6257 -0.1038 -2.6560
H -4.2737 -0.6559 -3.6669
H -4.9583 0.9500 -3.9309
H -3.6345 4.9222 -3.4264
H -4.2286 5.7764 -1.9715
H -4.0900 3.9944 -1.9819
H -4.5718 1.8779 0.3164
H -3.8902 1.1626 1.8075
H -3.9833 0.2163 0.2866
H -2.6661 1.6504 4.8312
H -3.5408 3.1973 4.6826
H -1.7947 3.2048 4.9565
H 0.1079 7.4710 1.6967
H -0.0157 6.2189 0.4494
H -0.3725 5.8249 2.1523
H 2.1752 5.1074 -3.2687
H 0.7422 5.7785 -2.4640
H 0.5356 4.6394 -3.7991
C 4.0053 2.7631 -3.6872
Si 3.5415 1.0876 -3.0236
C 2.5874 0.1446 -4.3050
C 5.0379 0.1535 -2.4016
As 2.2350 1.2137 -1.0414
Si 2.9924 2.8072 0.5590
C 4.0995 1.7744 1.6552
C 3.9744 4.2152 -0.1699
C 1.4245 3.4002 1.3627
H 4.7923 2.6273 -4.4386
H 4.3786 3.4480 -2.9235
H 3.1478 3.2242 -4.1845
H 3.1688 0.1197 -5.2336
H 1.6281 0.6257 -4.5187
H 2.3894 -0.8835 -3.9925
H 5.6817 -0.1197 -3.2449
H 4.7500 -0.7706 -1.8910
H 5.6369 0.7570 -1.7117
H 4.9612 1.4034 1.0895
H 3.5538 0.9178 2.0642
H 4.4840 2.3656 2.4933
H 4.8757 3.8689 -0.6845
H 4.2984 4.8717 0.6471
H 3.3725 4.8092 -0.8622
H 0.7634 2.5667 1.6129
H 0.8926 4.0664 0.6744
H 1.6467 3.9534 2.2820
```

2S+1: 2
E_tot, Eh: -11733.0416
Relative energy (zero: lowest compared OMol25 entry of this formula, charge and spin), kcal per mole: 49.7
Strongest force on any atom, hartree/bohr: 0.01976
Gap between HOMO and LUMO (spin up / spin down), eV: 4.7 / 4.9

=====

(4)
ORCA calculation (ωB97M-V/def2-TZVPD) on a structure of composition C38H45AsIN7O5P2Se2W.

Geometry as XYZ:
```
102
C38H45AsIN7O5P2Se2W | the Open Molecules 2025 dataset | ωB97M-V/def2-TZVPD
W -1.5096 0.8154 -1.6159
C 1.2021 -1.6675 -4.9988
C 0.5413 -2.1030 -3.6946
C 1.1324 -3.3923 -3.1507
O -0.8837 -2.2376 -3.8948
C 0.7529 -0.9802 -2.6864
O 1.7253 -0.8292 -2.0280
O -0.2641 -0.0592 -2.6978
H 1.0496 -2.4379 -5.7554
H 2.2740 -1.5351 -4.8540
H 0.7767 -0.7299 -5.3595
H 1.0301 -4.1884 -3.8907
H 0.6379 -3.6924 -2.2274
H 2.1916 -3.2563 -2.9391
H -1.0274 -3.0785 -4.3467
C -5.1977 2.6307 1.9761
O -4.1122 1.7396 1.6079
C -3.6421 1.7316 0.4003
O -2.7137 0.9557 0.1155
N -4.1512 2.5116 -0.5698
N -3.4511 2.4413 -1.7813
H -5.4113 2.4038 3.0130
H -6.0752 2.4222 1.3649
H -4.8701 3.6662 1.8852
H -4.8144 3.2492 -0.4012
H -2.9934 3.3325 -1.9439
H -4.0864 2.2514 -2.5512
Se 2.2815 0.9181 3.8204
P 2.0403 -0.9543 2.8891
C 3.5144 -1.5824 2.0570
C 4.3696 -2.4478 2.7339
C 5.5552 -2.8527 2.1394
C 5.8895 -2.3962 0.8730
C 5.0375 -1.5336 0.1955
C 3.8531 -1.1255 0.7853
C 1.4750 -2.2960 3.9564
C 1.3565 -2.0742 5.3246
C 1.0168 -3.1231 6.1682
C 0.8017 -4.3898 5.6485
C 0.9237 -4.6139 4.2816
C 1.2629 -3.5744 3.4347
C 0.8171 -0.7980 1.5571
C 0.3911 0.3113 0.8602
N -0.4753 -0.1485 -0.0798
N -0.6107 -1.4610 0.0846
N 0.1669 -1.8694 1.0470
P 0.7745 2.0496 0.8809
Se -0.3054 2.8703 -0.9045
C 2.5120 2.3609 0.6356
C 3.3501 2.7077 1.6944
C 4.7103 2.8405 1.4661
C 5.2309 2.6073 0.2021
C 4.3961 2.2480 -0.8495
C 3.0354 2.1238 -0.6376
C 0.0721 2.8716 2.3000
C -0.9352 2.2325 3.0203
C -1.5553 2.9015 4.0616
C -1.1724 4.1984 4.3821
C -0.1786 4.8368 3.6533
C 0.4426 4.1807 2.6016
H 4.1138 -2.8023 3.7250
H 6.2188 -3.5244 2.6674
H 6.8158 -2.7146 0.4125
H 5.2948 -1.1802 -0.7952
H 3.1922 -0.4618 0.2455
H 1.5343 -1.0846 5.7249
H 0.9318 -2.9491 7.2327
H 0.5443 -5.2086 6.3080
H 0.7627 -5.6045 3.8771
H 1.3637 -3.7516 2.3727
H 2.9543 2.8409 2.6924
H 5.3638 3.1086 2.2849
H 6.2961 2.6998 0.0351
H 4.8077 2.0670 -1.8335
H 2.3833 1.8370 -1.4546
H -1.2004 1.2061 2.7993
H -2.3137 2.3990 4.6478
H -1.6433 4.7104 5.2111
H 0.1173 5.8462 3.9055
H 1.2079 4.6872 2.0262
I -1.9392 4.2736 -7.0014
C -1.8977 2.7164 -5.6645
C -1.8671 1.3626 -5.9382
N -1.8448 0.7185 -4.7645
N -1.8484 1.5724 -3.7272
C -1.8600 2.7916 -4.2721
H -1.8466 0.8357 -6.8779
H -1.6113 -0.2625 -4.6029
H -1.8036 3.6819 -3.6648
C -4.2607 -1.3225 -3.4878
As -3.2183 -1.2482 -1.8519
C -4.6254 -1.2191 -0.5230
C -2.6361 -3.0787 -1.7059
H -5.1060 -1.9929 -3.3416
H -3.6406 -1.7081 -4.2948
H -4.6268 -0.3347 -3.7658
H -5.2504 -2.0994 -0.6589
H -5.2442 -0.3287 -0.6387
H -4.1810 -1.2344 0.4698
H -3.4434 -3.7165 -2.0618
H -2.4040 -3.2830 -0.6651
H -1.7440 -3.2262 -2.3042
```

E_tot, Eh: -10320.2665
Net charge: +2
Relative energy (zero: lowest compared OMol25 entry of this formula, charge and spin), kcal per mole: 6.7
Strongest force on any atom, hartree/bohr: 0.02241
Gap between HOMO and LUMO, eV: 6.0

=====

(5)
ORCA calculation (ωB97M-V/def2-TZVPD) on a structure of composition C38H45F5IInN9O2PS2.

Geometry as XYZ:
```
104
C38H45F5IInN9O2PS2 | the Open Molecules 2025 dataset | ωB97M-V/def2-TZVPD
In -0.1307 -0.4312 -0.1316
C -1.6662 2.2833 1.2364
N -0.2863 1.8943 1.0088
C 0.3769 2.7545 0.0185
C 1.7830 2.2596 -0.1944
C 2.8900 3.0929 -0.1348
C 4.1534 2.5392 -0.2729
C 4.2701 1.1760 -0.4952
C 3.1125 0.4203 -0.5600
N 1.9051 0.9482 -0.3869
C 0.4480 1.8458 2.2799
C 0.5440 0.4497 2.8412
C 0.5816 0.2796 4.1957
C 0.4943 -1.0585 4.7202
C 0.6246 -2.1001 3.8897
C 1.1061 -1.8454 2.4839
N 0.6255 -0.5641 1.9507
C -2.5689 1.8807 0.1055
C -3.7240 2.5896 -0.1851
C -4.5343 2.1558 -1.2221
C -4.1648 1.0285 -1.9353
C -3.0010 0.3751 -1.5712
N -2.2272 0.7929 -0.5770
H -1.7507 3.3646 1.4075
H -2.0131 1.7701 2.1382
H 0.3813 3.8070 0.3307
H -0.1633 2.6664 -0.9301
H 2.7661 4.1557 0.0261
H 5.0343 3.1631 -0.1982
H 5.2375 0.7095 -0.6140
H 3.1482 -0.6421 -0.7700
H 0.0008 2.5120 3.0229
H 1.4690 2.1916 2.1189
H 0.5438 1.1355 4.8569
H 0.2295 -1.1973 5.7621
H 0.4479 -3.1246 4.1896
H 0.7633 -2.6477 1.8332
H -3.9835 3.4660 0.3956
H -5.4329 2.7029 -1.4770
H -4.7337 0.6632 -2.7775
H -2.6634 -0.4886 -2.1228
F 1.6442 -2.0585 -2.0403
C 0.9424 -2.3633 -0.9037
F 1.8484 -3.0252 -0.1179
C -0.1187 -3.3812 -1.2836
F -0.7060 -3.8478 -0.1668
F 0.3293 -4.4378 -1.9755
F -1.0722 -2.7891 -2.0402
C 1.0342 0.9257 -7.4683
C 0.7707 1.6481 -6.1550
C 2.0271 1.7536 -5.3041
O -0.3616 1.0446 -5.4837
P -0.4961 -0.2195 -4.5207
S -2.3046 -0.9214 -4.7460
S 0.1241 0.5035 -2.6832
O 0.6711 -1.1491 -5.1016
C 0.9992 -2.5472 -4.9608
C -0.1315 -3.4842 -5.3444
C 2.2153 -2.7518 -5.8494
H 1.7555 1.4942 -8.0575
H 0.1087 0.8304 -8.0363
H 1.4302 -0.0688 -7.2742
H 0.4096 2.6548 -6.3756
H 2.4077 0.7605 -5.0676
H 1.8187 2.2708 -4.3701
H 2.7916 2.3022 -5.8568
H 1.2920 -2.7266 -3.9264
H -0.4585 -3.2870 -6.3662
H -0.9852 -3.3622 -4.6846
H 0.2219 -4.5143 -5.2697
H 1.9462 -2.6109 -6.8975
H 2.6089 -3.7600 -5.7188
H 2.9950 -2.0364 -5.5850
C -2.6512 -0.8605 3.3019
C -3.1083 -1.5340 2.0641
N -2.4951 -1.5807 0.8998
C -3.3252 -2.2878 0.0542
C -4.4482 -2.6644 0.7107
N -4.3103 -2.1765 1.9917
C -5.2814 -2.3076 3.0478
N -5.7405 -1.0207 3.4991
N -5.6844 -0.6838 4.8082
N -6.1205 0.5021 4.9597
C -6.4794 1.0074 3.7288
C -7.0032 2.2463 3.3553
C -7.2514 2.4460 2.0161
C -6.9826 1.4525 1.0571
C -6.4664 0.2237 1.4051
C -6.2327 0.0185 2.7650
H -1.6491 -0.4838 3.1492
H -2.6292 -1.5552 4.1428
H -3.3078 -0.0291 3.5699
H -3.0705 -2.4846 -0.9714
H -5.3123 -3.2276 0.4011
H -4.8637 -2.8108 3.9192
H -6.1156 -2.8910 2.6588
H -7.2010 3.0075 4.0976
H -7.6661 3.3893 1.6852
H -7.1864 1.6615 0.0149
H -6.2496 -0.5329 0.6622
I 3.5651 -3.5908 3.1277
C 2.6416 -1.7853 2.4350
H 3.0007 -0.9918 3.0868
H 2.9995 -1.6315 1.4227
```

E_tot, Eh: -4243.3153
Relative energy (zero: lowest compared OMol25 entry of this formula, charge and spin), kcal per mole: 11.8
Strongest force on any atom, hartree/bohr: 0.01277
Gap between HOMO and LUMO, eV: 6.9